Formula: C3H3ClFNO
Source: the OMol25 dataset
Level of theory: ωB97M-V/def2-TZVPD

Element x y z (Å)
1 C -1.146 0.023 -0.461
2 C -0.476 -0.057 0.798
3 C 0.817 -0.403 1.091
4 H 0.862 0.742 -2.611
5 H -2.306 -0.117 -0.501
6 H -1.033 0.286 1.688
7 N -0.782 0.255 -1.642
8 O 0.642 0.440 -1.617
9 F 1.959 -0.876 0.430
10 Cl 1.463 -0.293 2.826

Computed properties:
Electronic energy   -21933.5319 eV
Kohn-Sham gap   9.87 eV
ΔE to the lowest compared entry with this formula, charge and spin   3.1896 eV
Highest occupied orbital energy   -9.70 eV
SMILES   O/N=C\C=C(/F)Cl
Maximum force   4.36 eV/A

=====

Formula: C3H3ClN2S
Source: the OMol25 dataset
Level of theory: ωB97M-V/def2-TZVPD

Element x y z (Å)
1 C -1.605 -0.735 -0.671
2 C -0.419 -0.328 -0.961
3 C 0.803 1.111 1.587
4 N -1.126 0.423 0.090
5 N 0.770 -0.102 -1.496
6 S -0.524 0.237 1.862
7 Cl 1.988 1.106 2.872
8 H -2.572 -1.107 -0.708
9 H 1.297 -0.936 -1.703
10 H 1.388 0.331 -0.873

Computed properties:
Electronic energy   -29491.3117 eV
Kohn-Sham gap   7.96 eV
ΔE to the lowest compared entry with this formula, charge and spin   6.0082 eV
Highest occupied orbital energy   -7.96 eV
Maximum force   2.31 eV/A

=====

Formula: C3H3ClN2S
Source: the OMol25 dataset
Level of theory: ωB97M-V/def2-TZVPD

Element x y z (Å)
1 C -0.725 -0.224 0.041
2 C 1.099 1.007 0.001
3 C 1.732 -0.151 -0.033
4 H -2.479 -1.385 0.436
5 H -2.634 0.259 -0.273
6 H 1.500 2.043 -0.035
7 N -2.056 -0.616 -0.149
8 N -0.308 0.977 0.044
9 S 0.475 -1.424 0.004
10 Cl 3.396 -0.486 -0.036

Computed properties:
Electronic energy   -29497.1431 eV
Kohn-Sham gap   9.34 eV
ΔE to the lowest compared entry with this formula, charge and spin   0.1769 eV
Highest occupied orbital energy   -8.73 eV
SMILES   Nc1ncc(Cl)s1
Maximum force   3.19 eV/A

=====

Formula: C3H3ClN2S
Source: the OMol25 dataset
Level of theory: ωB97M-V/def2-TZVPD

Element x y z (Å)
1 C -0.397 1.562 0.037
2 C -1.328 -0.601 -0.028
3 C 1.363 -0.315 -0.018
4 N -0.442 2.703 0.122
5 N -0.286 0.250 -0.035
6 S -2.879 -0.120 -0.018
7 Cl -0.873 -2.280 -0.018
8 H 1.437 -0.912 0.877
9 H 1.467 -0.882 -0.929
10 H 1.939 0.596 0.009

Computed properties:
Electronic energy   -29495.7203 eV
Kohn-Sham gap   9.09 eV
ΔE to the lowest compared entry with this formula, charge and spin   1.5996 eV
Highest occupied orbital energy   -9.27 eV
SMILES   CN(C#N)C(=S)Cl
Maximum force   5.05 eV/A

=====

Formula: C3H3ClNO
Source: the OMol25 dataset
Level of theory: ωB97M-V/def2-TZVPD

Element x y z (Å)
1 C -0.268 -0.629 0.699
2 C 0.729 -1.305 0.132
3 C -0.748 0.701 -0.082
4 N 0.444 0.716 -0.889
5 O 1.242 1.604 -0.830
6 Cl 1.617 -2.449 -0.453
7 H -0.422 -0.626 1.722
8 H -1.544 0.406 -0.803
9 H -1.050 1.583 0.503

Computed properties:
Electronic energy   -19205.8181 eV
Kohn-Sham gap (alpha / beta)   7.76 / 7.76 eV
ΔE to the lowest compared entry with this formula, charge and spin   3.5747 eV
Charge   +1
Highest occupied orbital energy (alpha / beta)   -14.70 / -14.71 eV
Maximum force   3.65 eV/A

=====

Formula: C3H3ClNO
Source: the OMol25 dataset
Level of theory: ωB97M-V/def2-TZVPD

Element x y z (Å)
1 C -1.041 0.551 -0.138
2 C -2.308 0.233 -0.145
3 C -0.150 -0.640 0.087
4 N -1.021 -1.687 0.219
5 O -0.660 -2.780 -0.003
6 Cl -3.846 0.248 -0.053
7 H -0.406 1.449 -0.197
8 H 0.659 -0.966 -0.687
9 H 0.420 -0.593 1.135

Computed properties:
Electronic energy   -19205.7389 eV
Kohn-Sham gap (alpha / beta)   7.64 / 7.64 eV
ΔE to the lowest compared entry with this formula, charge and spin   3.6538 eV
Charge   +1
Highest occupied orbital energy (alpha / beta)   -14.62 / -14.62 eV
Maximum force   5.07 eV/A

=====

Formula: C3H3ClO
Source: the OMol25 dataset
Level of theory: ωB97M-V/def2-TZVPD

Element x y z (Å)
1 C -0.191 -1.439 -1.848
2 C 0.333 -2.465 -2.215
3 C -0.161 0.069 -0.202
4 O -0.301 -0.180 -1.577
5 Cl 0.582 -4.020 -2.682
6 H -0.188 1.117 0.206
7 H 0.766 -0.270 0.276
8 H -0.805 -0.682 0.309

Computed properties:
Electronic energy   -17725.6964 eV
Kohn-Sham gap   9.89 eV
ΔE to the lowest compared entry with this formula, charge and spin   2.7517 eV
Highest occupied orbital energy   -9.16 eV
SMILES   COC#CCl
Maximum force   3.39 eV/A

=====

Formula: C3H3ClO2
Source: the OMol25 dataset
Level of theory: ωB97M-V/def2-TZVPD

Element x y z (Å)
1 C -0.540 0.838 0.582
2 C -0.003 -0.230 1.149
3 C 0.035 -0.569 -0.925
4 O -0.757 0.503 -0.752
5 O 0.196 -1.154 0.215
6 Cl 1.647 0.342 -1.371
7 H -0.828 1.795 0.892
8 H 0.415 -0.407 2.023
9 H -0.165 -1.119 -1.813

Computed properties:
Electronic energy   -19775.0513 eV
Kohn-Sham gap   10.06 eV
ΔE to the lowest compared entry with this formula, charge and spin   1.6379 eV
Highest occupied orbital energy   -9.17 eV
SMILES   ClC1OC=CO1
Maximum force   4.34 eV/A

=====

Look up the maximum force of the fourth one.
5.05 eV/A